# 1
Here is a molecular structure, C16H20B2F4IrN8Se4 from the OMol25 dataset. Energies are from ωB97M-V with the def2-TZVPD basis set.

Each line ends with the Mulliken spin population.
Geometry (Å):
Ir -0.415 1.615 -1.065  -0.024
C 1.416 0.087 -3.895  0.000
C 1.281 -0.579 -2.574  0.004
C 1.721 -1.866 -2.247  -0.001
C 1.440 -2.029 -0.912  0.003
N 0.871 -0.905 -0.457  0.001
N 0.753 -0.020 -1.478  -0.004
B 0.386 -0.597 0.987  0.005
N -1.137 -0.544 0.969  -0.009
C -2.119 -1.272 1.518  -0.001
C -3.317 -0.813 1.026  -0.003
C -2.999 0.216 0.135  -0.027
C -3.989 0.962 -0.693  0.026
N -1.670 0.387 0.131  0.061
N 0.911 0.821 1.375  0.002
C 1.586 1.181 2.474  0.001
C 1.959 2.498 2.345  0.002
C 1.464 2.913 1.107  -0.025
C 1.672 4.262 0.510  0.037
N 0.807 1.888 0.542  0.010
N 0.997 -1.623 1.918  0.000
C 2.327 -1.818 2.117  0.000
C 2.485 -2.984 2.815  0.000
C 1.169 -3.469 2.998  0.000
C 0.730 -4.726 3.674  0.000
N 0.289 -2.653 2.449  0.000
H 2.389 -0.162 -4.320  0.000
H 0.640 -0.257 -4.575  0.000
H 1.330 1.166 -3.815  0.000
H 2.198 -2.565 -2.910  0.000
H 1.622 -2.856 -0.246  0.000
H -1.877 -2.062 2.204  0.000
H -4.302 -1.183 1.251  0.000
H -4.842 1.238 -0.073  0.004
H -3.576 1.855 -1.147  -0.019
H -4.339 0.327 -1.505  0.000
H 1.752 0.477 3.269  0.000
H 2.526 3.093 3.039  0.001
H 2.162 4.892 1.250  0.000
H 2.309 4.209 -0.372  0.001
H 0.741 4.734 0.205  -0.014
H 3.059 -1.125 1.735  0.000
H 3.407 -3.425 3.154  0.000
H 1.294 -4.896 4.591  0.000
H -0.329 -4.670 3.919  0.000
H 0.883 -5.590 3.026  0.000
Se 0.666 3.299 -2.556  0.013
Se -1.284 4.099 -3.532  0.060
Se -2.334 4.987 -1.647  0.375
Se -1.740 3.541 -0.046  0.505
F -1.634 -0.030 -4.617  -0.001
B -2.219 -0.093 -3.378  0.012
F -3.584 0.031 -3.438  0.001
F -1.792 -1.147 -2.605  0.000
F -1.741 1.178 -2.629  0.005

Net charge: 0
Frontier orbital gap (spin up / spin down), eV: 7.60 / 5.55
HOMO level (spin up / spin down), eV: -8.22 / -8.18
Multiplicity: 2
Energy, eV: -305296.05247
LUMO energy (spin up / spin down), eV: -0.61 / -2.62


# 2
Here is a molecular structure, C16H20BCl3MnN8Si from the OMol25 dataset. Energies are from ωB97M-V with the def2-TZVPD basis set.

Each line ends with the Mulliken spin population.
Geometry (Å):
Mn 1.069 1.058 -1.396  4.254
C 3.159 2.795 0.974  0.033
C 2.053 1.921 1.450  -0.027
C 1.588 1.723 2.747  0.003
C 0.556 0.813 2.631  0.029
N 0.410 0.492 1.339  0.026
N 1.338 1.163 0.606  0.033
B -0.465 -0.595 0.654  -0.117
N -1.427 0.088 -0.359  0.025
C -2.763 0.090 -0.431  0.028
C -3.140 0.693 -1.615  0.003
C -1.950 1.044 -2.247  -0.027
C -1.752 1.718 -3.558  0.030
N -0.917 0.666 -1.479  0.032
N 0.532 -1.483 -0.219  0.028
C 0.812 -2.790 -0.222  0.034
C 1.753 -3.065 -1.189  -0.006
C 2.036 -1.841 -1.783  0.021
C 2.993 -1.575 -2.891  -0.014
N 1.296 -0.891 -1.193  -0.034
N -1.272 -1.320 1.698  0.000
C -1.428 -2.591 2.142  0.000
C -2.359 -2.588 3.146  0.000
C -2.748 -1.240 3.271  0.000
C -3.741 -0.644 4.213  0.000
N -2.097 -0.488 2.405  0.000
H 3.993 2.768 1.673  0.001
H 2.828 3.832 0.889  0.000
H 3.530 2.478 0.000  -0.008
H 1.954 2.177 3.649  0.001
H -0.092 0.377 3.369  0.003
H -3.346 -0.330 0.368  0.003
H -4.142 0.851 -1.972  0.001
H -2.460 1.334 -4.291  0.001
H -0.748 1.554 -3.948  -0.007
H -1.909 2.794 -3.473  0.000
H 0.338 -3.469 0.456  0.003
H 2.176 -4.022 -1.429  0.002
H 3.469 -2.504 -3.196  -0.002
H 3.785 -0.894 -2.575  0.002
H 2.484 -1.169 -3.766  0.002
H -0.894 -3.432 1.747  0.000
H -2.710 -3.433 3.709  0.000
H -4.172 -1.411 4.852  0.000
H -4.551 -0.159 3.669  0.000
H -3.273 0.106 4.849  0.000
Cl 2.007 1.957 -5.095  -0.023
Si 2.545 1.772 -3.165  -0.293
Cl 1.251 3.177 -2.139  -0.016
Cl 4.400 2.494 -2.877  -0.023

Net charge: +1
Frontier orbital gap (spin up / spin down), eV: 6.55 / 8.17
HOMO level (spin up / spin down), eV: -11.78 / -11.78
Multiplicity: 5
Energy, eV: -106280.54849
LUMO energy (spin up / spin down), eV: -5.23 / -3.61


# 3
Here is a molecular structure, C16H20Cl2N2O11P2Zn from the OMol25 dataset. Energies are from ωB97M-V with the def2-TZVPD basis set.

Each line ends with the natural charge from an NBO analysis.
Geometry (Å):
Zn -0.902 -0.590 -0.595  1.733
C -3.786 -0.507 -3.887  -0.672
C -3.198 -0.205 -2.517  0.475
O -2.033 -0.700 -2.326  -0.846
C -3.965 0.520 -1.632  -0.505
C -3.653 0.780 -0.254  0.267
C -4.626 1.599 0.556  -0.665
N -2.582 0.311 0.288  -0.474
N -2.364 0.583 1.632  -0.487
C -1.376 -0.172 2.059  0.539
O -0.759 -1.066 1.391  -0.834
C -0.944 0.036 3.481  -0.019
C 0.101 -0.733 3.984  -0.189
C 0.521 -0.559 5.295  -0.226
C -0.090 0.383 6.110  -0.239
C -1.121 1.167 5.602  -0.250
C -1.541 0.997 4.293  -0.204
H -4.240 -1.502 -3.872  0.206
H -2.985 -0.522 -4.626  0.212
H -4.550 0.214 -4.182  0.192
H -4.916 0.892 -1.993  0.181
H -5.428 1.979 -0.077  0.190
H -4.103 2.427 1.035  0.231
H -5.049 0.999 1.363  0.221
H 0.604 -1.421 3.318  0.271
H 1.347 -1.152 5.669  0.204
H 0.243 0.517 7.133  0.187
H -1.588 1.921 6.226  0.187
H -2.338 1.598 3.876  0.225
C 3.350 0.328 -3.180  -0.635
C 1.957 0.091 -2.619  -0.489
O 0.984 0.384 -3.656  -0.769
P 1.511 1.425 -1.413  2.402
O 2.656 1.865 -0.462  -1.016
O 1.529 2.673 -2.430  -1.001
O 0.145 1.210 -0.873  -1.192
P 1.759 -1.704 -2.185  2.401
O 1.533 -2.244 -3.722  -1.020
O 2.996 -2.369 -1.712  -1.164
O 0.434 -1.823 -1.495  -1.236
H 3.429 1.335 -3.593  0.208
H 3.557 -0.403 -3.961  0.218
H 4.085 0.210 -2.384  0.240
H 0.183 -0.137 -3.480  0.509
H 2.797 1.046 0.132  0.539
H 0.945 2.421 -3.163  0.509
H 1.978 -3.098 -3.759  0.490
Cl 5.707 0.047 0.670  -0.091
C 4.699 -1.447 0.670  -0.297
Cl 5.592 -2.746 1.501  -0.073
C 3.298 -1.127 1.277  0.773
O 3.011 -1.561 2.381  -0.670
O 2.614 -0.425 0.474  -0.818
H 4.571 -1.747 -0.364  0.271

Net charge: -2
Frontier orbital gap, eV: 6.35
HOMO level, eV: -1.71
Multiplicity: 1
Energy, eV: -134470.64400
LUMO energy, eV: 4.64


# 4
Here is C16H20Cl2N2O3S in the gas phase from the OMol25 dataset. Energies are from ωB97M-V with the def2-TZVPD basis set.

Each line ends with the natural charge from an NBO analysis.
Geometry (Å):
O 4.032 1.913 0.547  -0.630
C 3.278 1.007 0.245  0.696
N 3.484 -0.254 0.667  -0.435
C 2.705 -1.442 0.368  -0.214
C 3.329 -2.527 1.246  -0.406
H 3.216 -3.518 0.813  0.221
C 4.787 -2.083 1.353  -0.410
C 4.655 -0.570 1.474  -0.213
H 5.517 -0.017 1.098  0.226
H 4.480 -0.266 2.512  0.194
H 5.300 -2.523 2.204  0.221
H 5.327 -2.344 0.442  0.203
H 2.866 -2.521 2.233  0.206
H 1.645 -1.297 0.595  0.201
H 2.803 -1.706 -0.693  0.191
C 2.030 1.238 -0.604  -0.308
H 1.796 0.339 -1.179  0.207
C 0.860 1.570 0.332  -0.221
N -0.325 1.810 -0.459  -0.707
S -1.774 1.528 0.302  2.340
O -2.805 2.243 -0.382  -0.923
O -1.638 1.671 1.721  -0.925
C -1.995 -0.240 -0.024  -0.341
C -1.096 -0.954 -0.790  -0.169
C -1.279 -2.318 -0.958  -0.057
C -2.365 -2.965 -0.383  -0.207
C -3.277 -2.241 0.363  -0.208
C -3.089 -0.875 0.546  -0.026
Cl -4.188 0.060 1.457  0.068
H -4.131 -2.724 0.807  0.238
H -2.496 -4.026 -0.523  0.235
Cl -0.135 -3.214 -1.885  0.017
H -0.271 -0.440 -1.254  0.239
C -0.203 2.952 -1.341  -0.220
C 0.937 2.697 -2.324  -0.402
C 2.232 2.410 -1.567  -0.397
H 3.036 2.175 -2.267  0.218
H 2.539 3.284 -0.992  0.225
H 1.061 3.570 -2.965  0.220
H 0.683 1.842 -2.954  0.199
H -1.160 3.066 -1.850  0.240
H 0.001 3.864 -0.764  0.183
H 0.639 0.751 1.018  0.223
H 1.119 2.453 0.932  0.210

Net charge: 0
Frontier orbital gap, eV: 9.69
HOMO level, eV: -9.33
Multiplicity: 1
Energy, eV: -61919.87260
LUMO energy, eV: 0.37
SMILES string: O=C([C@@H]1CCCN(S(=O)(=O)c2cc(Cl)ccc2Cl)C1)N1CCCC1


# 5
Here is 2 unconnected molecules or ions with the total composition C16H20ClF9N3O6PS2 from the OMol25 dataset. Energies are from ωB97M-V with the def2-TZVPD basis set.

Each line ends with the natural charge from an NBO analysis.
Geometry (Å):
C 7.176 -0.537 0.929  -0.738
C 6.635 -0.850 -0.554  0.799
O 7.063 -0.202 -1.551  -0.554
O 5.674 -1.876 -0.814  -0.538
C 4.412 -1.510 -0.153  -0.102
C 3.308 -2.713 -0.271  -0.312
N 3.159 -3.280 1.102  -0.692
C 3.510 -4.727 1.202  -0.204
Cl 3.362 -5.409 2.934  0.007
P 5.406 -4.875 0.836  0.809
S 5.813 -5.587 -0.922  -0.533
C 2.614 -5.714 0.282  0.665
O 2.536 -5.659 -0.991  -0.691
O 1.890 -6.738 0.908  -0.746
S 1.740 -2.819 1.932  2.093
O 2.127 -2.454 3.362  -0.881
O 0.660 -3.885 2.010  -0.821
C 0.883 -1.293 1.271  0.429
F 1.773 -0.246 0.865  -0.328
F 0.090 -1.712 0.137  -0.321
C -0.076 -0.613 2.405  0.610
F 0.740 0.201 3.268  -0.298
F -0.682 -1.575 3.260  -0.278
C -1.267 0.269 1.791  0.571
F -1.908 0.911 2.915  -0.307
F -2.292 -0.569 1.229  -0.296
C -0.816 1.457 0.814  0.932
F -0.578 1.020 -0.525  -0.309
F -1.917 2.377 0.731  -0.344
F 0.288 2.208 1.259  -0.284
H 8.273 -0.833 1.041  0.259
H 6.969 0.573 1.122  0.247
H 6.559 -1.161 1.668  0.225
H 4.548 -1.238 0.955  0.196
H 3.995 -0.612 -0.735  0.187
H 3.783 -3.450 -1.033  0.321
H 2.336 -2.365 -0.769  0.237
H 5.981 -5.801 1.796  0.022
H 6.060 -3.612 1.093  -0.026
C -4.505 1.669 -1.061  -0.622
C -4.011 2.935 -1.738  -0.221
N -5.046 3.974 -1.814  -0.271
C -4.863 5.313 -1.524  -0.037
C -6.051 5.935 -1.757  -0.035
N -6.930 4.963 -2.187  -0.283
C -6.302 3.785 -2.226  0.245
C -8.330 5.161 -2.552  -0.413
H -5.334 1.220 -1.614  0.206
H -3.703 0.931 -1.004  0.260
H -4.855 1.882 -0.048  0.228
H -3.682 2.721 -2.758  0.226
H -3.157 3.334 -1.186  0.241
H -3.900 5.657 -1.190  0.260
H -6.385 6.954 -1.675  0.253
H -6.741 2.847 -2.536  0.251
H -8.957 4.568 -1.884  0.235
H -8.476 4.834 -3.583  0.234
H -8.597 6.213 -2.463  0.239

Net charge: 0
Frontier orbital gap, eV: 3.97
HOMO level, eV: -5.86
Multiplicity: 1
Energy, eV: -101600.93024
LUMO energy, eV: -1.89